Record 1
C40H40Cl2N3O7PRuSe2 | ωB97M-V/def2-TZVPD

The multiplicity is 6. As for the total energy: -228538.11283 eV. The total charge is -1. For the LUMO energy (alpha / beta), the calculation gives 1.87 / -0.71 eV. The expectation value of S² is 8.81. As for the frontier orbital gap (alpha / beta): 4.227 / 3.988 eV.

Last column: Mulliken charge in e.
Cartesian coordinates (Å):
Ru  10.0718  11.0962  14.4389  3.379
O  6.3411  9.0994  14.6863  -0.783
C  7.1290  10.0105  14.9521  -0.521
O  7.9838  10.5252  14.0461  -0.547
C  7.2922  10.5566  16.3702  0.350
C  7.6947  12.0516  16.3095  -0.136
C  7.3035  12.6922  17.6587  -1.107
C  8.3997  12.1089  18.5585  -0.755
C  9.2744  11.2256  17.5669  0.620
O  9.1518  12.0268  16.3077  -0.099
C  8.4617  9.9484  17.2497  -0.025
C  9.3602  8.9262  16.4986  -0.267
O  9.3773  7.7889  16.9845  -0.782
O  10.0047  9.2352  15.3578  -0.837
H  6.3167  10.4326  16.9288  0.478
H  7.2262  12.6112  15.4859  0.449
H  6.3105  12.4448  18.0210  0.362
H  7.2022  13.7632  17.5413  0.390
H  7.9974  11.5120  19.3900  0.408
H  9.0057  12.8620  19.0693  0.293
H  10.3061  11.0199  17.9080  -0.262
H  8.0441  9.4546  18.1456  0.345
Se  11.7220  11.0980  12.7709  -0.521
P  10.9565  12.9247  11.7886  -0.082
Se  9.2938  13.1096  13.2617  -0.438
C  12.1573  14.2245  11.5656  0.779
C  11.9641  15.5667  12.0481  -0.596
C  12.8814  16.5536  11.6888  -0.478
C  13.9344  16.2468  10.7813  -0.548
C  14.1144  14.9181  10.3409  -0.783
C  13.3097  13.8956  10.8671  -0.186
C  10.6649  12.2150  10.1677  1.187
C  9.4264  12.3450  9.5166  -0.561
C  9.2357  11.7219  8.2784  -0.604
C  10.1781  10.8366  7.7664  -0.569
C  11.3639  10.5934  8.4732  -0.864
C  11.6393  11.2916  9.6662  -0.368
H  11.1112  15.7917  12.6754  0.484
H  12.7087  17.6003  11.9252  0.390
H  14.4452  17.0616  10.2899  0.373
H  14.9339  14.6626  9.6495  0.360
H  13.4990  12.8728  10.5106  0.329
H  8.6719  13.0304  9.9506  0.354
H  8.3485  11.9569  7.6924  0.384
H  10.0183  10.2895  6.8593  0.408
H  12.1092  9.8633  8.1288  0.355
H  12.5342  11.1438  10.2682  0.272
Cl  12.5459  15.7406  15.5112  -0.046
C  12.3201  15.6244  17.2064  0.140
C  11.8811  16.7701  17.8807  -0.718
C  12.2238  16.8618  19.2175  -0.217
C  12.7799  15.8247  19.9081  -0.712
C  12.9967  14.5732  19.2905  0.660
Cl  13.4620  13.2671  20.2854  -0.251
C  12.7374  14.4606  17.9176  -0.472
N  13.0334  13.2540  17.2418  1.728
C  14.3093  12.6719  17.2816  0.565
C  15.4500  13.5055  17.2452  -0.387
C  16.6691  12.9381  16.9503  -0.702
C  16.7812  11.5514  16.8758  -0.533
C  15.7011  10.7168  17.0833  -1.029
C  14.4533  11.2714  17.2752  0.548
C  13.2561  10.3765  17.2136  -0.978
C  12.6246  10.5024  15.8234  0.304
O  12.9515  9.8143  14.8722  -0.674
O  11.6545  11.4288  15.7762  -0.399
H  11.4162  17.6221  17.3476  0.349
H  12.2544  17.8717  19.6381  0.305
H  12.9518  15.9032  21.0029  0.296
H  12.3165  12.7329  16.7459  -0.627
H  15.3505  14.5888  17.2261  0.382
H  17.5800  13.5315  16.8856  0.396
H  17.8154  11.1848  16.7064  0.307
H  15.8561  9.6769  17.0791  0.473
H  12.5054  10.5004  18.0404  -0.054
H  13.7402  9.3797  17.2204  0.526
C  11.4015  7.9041  11.8426  -0.316
C  11.0850  6.7019  10.9279  -0.799
N  9.6547  6.3007  11.0582  -0.252
C  9.4219  6.0405  12.4790  -0.871
C  9.6540  7.3732  13.3493  -0.901
N  10.1889  8.4132  12.4930  0.766
C  9.1699  8.6752  11.4491  0.800
C  8.7738  7.4444  10.6125  -0.787
H  11.8265  8.7575  11.2696  -0.208
H  12.1504  7.6448  12.6055  0.549
H  11.7148  5.8440  11.2035  0.311
H  11.3692  6.9263  9.8736  0.254
H  10.1535  5.2870  12.8060  0.286
H  8.4104  5.6641  12.5171  0.372
H  10.3211  7.1340  14.2097  0.476
H  8.6776  7.7245  13.7565  0.122
H  9.5041  9.4579  10.7613  -1.031
H  8.2776  9.0111  11.9931  0.422
H  8.9289  7.6278  9.5197  0.321
H  7.7319  7.1207  10.7952  0.275

=====

Record 2
C13H25ClIN2P2Ru | ωB97M-V/def2-TZVPD

The multiplicity is 5. As for the total energy: -58618.26417 eV. The total charge is +3. For the LUMO energy (alpha / beta), the calculation gives -11.49 / -14.40 eV. The expectation value of S² is 6.02. As for the frontier orbital gap (alpha / beta): 8.026 / 5.110 eV.

Last column: Mulliken charge in e.
Cartesian coordinates (Å):
C  0.0419  0.6590  -1.8636  -1.509
I  -0.6138  -0.8035  2.6534  0.458
H  -0.8848  1.1958  -2.0875  0.479
H  0.1594  -0.1677  -2.5833  0.509
H  0.8825  1.3523  -1.9850  0.591
Ru  0.2561  -0.1000  0.0504  0.094
P  -0.9994  -1.9368  -0.6128  1.182
C  0.0964  -3.3723  -0.8271  -1.280
C  -2.3401  -2.5695  0.4702  -1.335
H  -2.9316  -3.3179  -0.0732  0.485
H  -2.4498  -2.7448  -2.3802  0.481
H  -2.9940  -1.7438  0.7677  0.423
H  -2.5946  -0.9718  -2.1705  0.420
H  0.6149  -3.5779  0.1183  0.367
H  -1.9104  -3.0254  1.3690  0.463
C  -1.8889  -1.8133  -2.2041  -1.374
H  -0.4909  -4.2555  -1.1204  0.478
H  -1.1801  -1.6636  -3.0279  0.428
H  0.8374  -3.1574  -1.6092  0.340
P  0.7258  1.9874  0.8662  1.176
C  2.5008  2.1303  1.2289  -1.283
C  0.3876  3.3968  -0.2408  -1.331
H  -1.1748  2.3665  2.3316  0.418
H  0.0876  3.6078  2.5648  0.480
H  0.2921  1.9695  3.2623  0.434
C  -0.0961  2.5361  2.4094  -1.321
H  -0.6719  3.3918  -0.5336  0.402
H  0.6114  4.3362  0.2884  0.473
H  2.7326  3.1386  1.6015  0.488
H  3.0741  1.9435  0.3095  0.338
H  1.0158  3.3294  -1.1384  0.429
H  2.7837  1.3890  1.9864  0.379
Cl  -1.9739  0.8052  0.1616  -0.026
N  5.1289  -2.7013  3.1887  -0.291
C  4.6584  -2.3484  2.1755  -0.470
C  4.0602  -1.9060  0.9402  0.236
C  4.7035  -2.0233  -0.2974  -0.128
C  4.0747  -1.5684  -1.4459  -0.929
C  2.8158  -0.9848  -1.3302  -0.485
N  2.1887  -0.8776  -0.1500  0.496
C  2.7827  -1.3350  0.9703  -0.044
H  5.6988  -2.4757  -0.3286  0.565
H  4.5261  -1.6494  -2.4368  0.501
H  2.2604  -0.5833  -2.1847  0.430
H  2.1867  -1.2426  1.8913  0.365

=====

Record 3
C10H19N2O | ωB97M-V/def2-TZVPD

As for the total energy: -15695.06811 eV. The total charge is +1. For the LUMO energy (alpha / beta), the calculation gives -4.22 / -4.20 eV. As for the frontier orbital gap (alpha / beta): 7.243 / 8.410 eV.

Last column: Mulliken charge in e.
Cartesian coordinates (Å):
C  0.6788  -1.4023  -1.3819  -0.220
C  -0.6694  -1.9013  -1.6176  -0.782
C  2.5117  0.1160  0.6831  -0.506
C  1.6823  0.8583  1.6584  -0.562
C  2.1300  0.4315  -0.7442  -0.797
C  -1.4689  -1.4205  -0.4526  0.278
C  -0.3147  0.5704  -0.5737  0.329
C  -2.9430  -1.7262  -0.7543  -1.572
C  -0.5488  2.0421  -0.7358  -1.115
C  -0.6153  1.2218  2.4491  -0.933
N  0.3010  0.4061  1.6984  -0.133
N  0.7938  -0.1174  -0.9728  0.343
O  -1.4726  -0.0535  -0.3715  -0.278
H  1.6002  -1.9396  -1.4767  0.451
H  -1.0435  -1.3192  -2.5759  0.261
H  -0.6759  -2.9725  -1.8027  0.472
H  3.5710  0.4226  0.9621  0.385
H  2.6174  -0.9678  0.7961  0.315
H  2.1747  0.6345  2.6799  0.364
H  1.7282  1.9424  1.5583  0.369
H  2.0669  1.6217  -0.9654  0.290
H  2.8873  -0.0395  -1.3589  0.387
H  -1.0258  -1.9848  0.4074  0.331
H  -3.0744  -1.0922  -1.5629  0.475
H  -3.4957  -1.5369  0.1610  0.337
H  -3.0194  -2.7410  -0.9432  0.477
H  -1.6217  2.0504  -0.3232  0.363
H  -0.6891  2.2183  -1.7962  0.354
H  0.3990  2.6227  -0.3788  0.298
H  -0.8148  0.5725  3.2812  0.358
H  -0.1579  2.1882  2.6223  0.350
H  -1.4914  1.2952  1.8311  0.310